Molecular formula: C31H38MnNO2
Method: DFT, ωB97M-V/def2-TZVPD

Calculated values
**Calculated total energy**: -2560.1108 Ha
**E_HOMO (alpha / beta)**: -2.74 / -2.94 eV
**Energy relative to the best compared isomer or geometry (same formula, charge and spin)**: 66.2 kJ/mol
**Charge**: -1
**LUMO (alpha / beta)**: 2.2 / 2.2 eV
**Multiplicity**: 6

Element x y z (Å)
1 O 3.81854 2.90835 0.65523
2 C 5.03999 2.12560 0.24411
3 C 5.98078 3.31018 0.33738
4 H 4.90264 1.75339 -0.77947
5 H 5.24672 1.30727 0.94708
6 C 4.67479 4.09877 0.60866
7 H 6.45751 3.56084 -0.61728
8 H 6.65830 3.24344 1.19727
9 C 4.32432 5.03255 -0.53894
10 H 4.38016 4.52821 -1.51137
11 H 5.01818 5.88658 -0.54308
12 H 3.30411 5.41239 -0.42062
13 C 4.66972 4.81713 1.93930
14 H 4.91408 4.11933 2.74778
15 H 3.67329 5.23704 2.11457
16 H 5.40637 5.63328 1.92289
17 Mn -1.48331 0.30700 0.89079
18 C -2.59298 -0.32637 2.53773
19 C -1.95920 -1.51347 2.04614
20 C -0.54819 -1.31274 2.03272
21 H -2.48526 -2.43649 1.81572
22 C -0.28153 -0.00562 2.58929
23 C -1.54734 0.60333 2.92415
24 H -1.69255 1.53402 3.46688
25 H -3.66058 -0.20320 2.71304
26 H 0.19472 -2.05527 1.74022
27 H 0.70017 0.38613 2.83003
28 C -3.34142 0.93630 0.05545
29 C -2.76361 1.94495 0.90241
30 C -1.48337 2.31798 0.34411
31 H -3.26922 2.42781 1.73170
32 C -1.30865 1.56575 -0.86994
33 C -2.43166 0.68377 -1.02038
34 H -2.59836 0.01690 -1.86279
35 H -4.34439 0.53382 0.15475
36 H -0.81910 3.08876 0.72005
37 H -0.52650 1.71615 -1.60797
38 O 2.78929 0.80617 -1.66633
39 C 2.25962 1.22003 -0.41943
40 C 2.68043 0.23883 0.68981
41 H 1.16251 1.34974 -0.37104
42 H 2.66763 2.22521 -0.29267
43 C 3.29843 -0.95970 -0.05586
44 H 1.80015 -0.01614 1.28539
45 H 3.39533 0.67364 1.39131
46 C 3.03530 -0.62680 -1.52434
47 H 2.87050 -1.92640 0.23374
48 H 4.38462 -1.02230 0.10319
49 H 2.12180 -1.16092 -1.83669
50 H 3.82679 -0.90766 -2.23399
51 C -0.02959 -4.89341 -1.80695
52 C 0.30792 -3.54120 -1.63709
53 C -0.65058 -2.62085 -1.23455
54 C -1.98424 -3.03984 -0.94873
55 C -2.29997 -4.41566 -1.11567
56 C -1.33702 -5.32285 -1.54023
57 N -2.89769 -2.14877 -0.46964
58 C -4.23631 -2.26067 -0.73267
59 C -4.72405 -2.58610 -2.02589
60 C -6.09006 -2.64098 -2.27348
61 C -7.00459 -2.39064 -1.24121
62 C -6.53813 -2.06609 0.04123
63 C -5.17737 -1.98575 0.29556
64 H 0.73341 -5.59997 -2.13742
65 H 1.32383 -3.18577 -1.81809
66 H -0.42360 -1.55514 -1.13569
67 H -3.31852 -4.74367 -0.89949
68 H -1.62473 -6.36776 -1.66003
69 H -3.99280 -2.78635 -2.80985
70 H -6.43077 -2.87927 -3.28201
71 H -8.07677 -2.44108 -1.44595
72 H -7.24445 -1.87480 0.84925
73 H -4.80348 -1.73095 1.28787

Atomic forces in eV per Å
3.64 1.10 0.35
-0.86 -0.52 -0.03
-0.81 0.00 0.04
-0.10 -0.13 0.38
-0.19 0.19 -0.29
0.56 0.72 0.26
0.18 0.00 0.48
-0.01 0.24 -0.42
-0.28 0.04 -0.03
0.02 0.01 0.22
-0.17 -0.23 -0.02
0.10 0.00 -0.01
-0.18 0.13 0.00
-0.06 0.15 -0.12
0.14 -0.01 0.13
-0.18 -0.17 0.07
2.52 -2.81 -3.09
0.81 -1.16 2.54
-0.20 -0.27 1.60
-0.11 -0.08 1.04
0.34 0.50 -0.26
-0.55 -0.53 1.60
0.34 -1.56 2.08
0.10 -0.16 -0.42
0.40 0.06 -0.21
-0.28 0.35 -0.05
-0.28 0.10 -0.14
-0.43 1.80 -0.95
-0.91 1.83 -2.17
-1.39 1.30 -0.97
0.29 -0.30 0.00
-0.82 0.45 -0.26
-0.51 1.49 -0.66
0.09 0.07 0.45
0.41 -0.21 0.10
-0.08 -0.21 0.00
-0.01 -0.28 0.32
0.38 -1.98 0.35
-0.74 1.19 0.43
-0.08 -0.03 0.09
0.27 -0.60 -0.60
-0.87 -0.88 -0.08
0.49 0.33 -0.16
0.29 -0.24 -0.33
-0.14 0.00 -0.12
-0.97 0.02 -1.02
-0.01 0.24 -0.15
-0.22 0.07 0.16
0.17 0.19 -0.04
-0.08 0.15 0.33
0.35 -0.08 -0.02
-0.41 -0.09 0.11
-0.22 -0.25 0.15
-0.80 0.51 -0.04
0.38 -0.24 -0.19
-0.04 0.47 0.04
0.11 -0.21 -0.43
0.84 -0.26 0.17
-0.35 0.03 0.20
0.26 0.06 0.32
-0.27 0.00 -0.08
0.04 0.00 -0.38
-0.08 -0.07 -0.30
-0.21 0.13 0.09
-0.18 -0.24 -0.07
0.02 -0.30 -0.02
0.29 0.07 -0.06
0.20 0.15 0.00
-0.22 0.04 0.15
-0.06 0.05 0.24
0.30 0.02 0.11
0.07 -0.03 -0.18
-0.08 -0.10 -0.25

***

Molecular formula: C31H38N3
Method: DFT, ωB97M-V/def2-TZVPD

Calculated values
**SMILES string**: CN1CCCc2cc(C(c3ccc4c(c3)CCCN4C)[N@@H+]3CCC[C@@H]3c3ccccc3)ccc21
**Calculated total energy**: -1368.1306 Ha
**E_HOMO**: -9.71 eV
**Energy relative to the best compared isomer or geometry (same formula, charge and spin)**: 0.0 kJ/mol
**Charge**: +1
**LUMO**: -2.1 eV

Element x y z (Å)
1 C 3.64716 -2.80319 5.14770
2 N 2.60060 -3.42874 4.37204
3 C 1.86477 -4.43533 5.10025
4 C 0.95136 -5.24389 4.19373
5 C 0.06224 -4.32260 3.35252
6 C 0.76948 -3.12189 2.81857
7 C 0.14257 -2.22269 1.95728
8 C 0.83271 -1.12033 1.42499
9 C 0.06246 -0.06965 0.62438
10 C 0.91603 0.77430 -0.31421
11 C 1.88869 1.62435 0.25467
12 C 2.59997 2.50231 -0.53910
13 C 2.29591 2.60479 -1.91100
14 C 1.30372 1.75839 -2.47593
15 C 0.66211 0.81782 -1.67251
16 C 0.88131 1.93203 -3.89042
17 C 1.88935 2.69508 -4.75219
18 C 2.50138 3.86933 -4.00788
19 N 2.96267 3.50315 -2.68985
20 C 3.91854 4.41081 -2.10192
21 N -0.62205 0.89163 1.45303
22 C -1.14151 0.50232 2.81379
23 C -2.14261 1.58776 3.17972
24 C -2.61957 2.24050 1.87807
25 C -1.65171 1.81882 0.76298
26 C -2.35074 1.22420 -0.43526
27 C -2.33983 1.94882 -1.63352
28 C -3.02515 1.47470 -2.75233
29 C -3.76186 0.29059 -2.66593
30 C -3.83423 -0.39958 -1.45306
31 C -3.13715 0.06277 -0.33166
32 C 2.22741 -1.07629 1.58386
33 C 2.84701 -1.88968 2.51731
34 C 2.09408 -2.83481 3.24880
35 H 4.01392 -1.90633 4.65272
36 H 3.27072 -2.52920 6.14502
37 H 4.47833 -3.50544 5.28430
38 H 2.59243 -5.08357 5.60189
39 H 1.26325 -3.95561 5.89503
40 H 1.56205 -5.87481 3.53777
41 H 0.33518 -5.90687 4.81020
42 H -0.36021 -4.90388 2.52247
43 H -0.79357 -3.99340 3.96030
44 H -0.90823 -2.38271 1.69899
45 H -0.71464 -0.60774 0.06809
46 H 2.11014 1.59156 1.32465
47 H 3.38130 3.12004 -0.09186
48 H -0.08828 0.14075 -2.09536
49 H 0.70534 0.94516 -4.33369
50 H -0.08950 2.45582 -3.93326
51 H 1.40457 3.07347 -5.65676
52 H 2.69346 2.01813 -5.06382
53 H 1.76230 4.69195 -3.93697
54 H 3.37371 4.26212 -4.54203
55 H 4.67588 3.86083 -1.53599
56 H 4.41149 4.94140 -2.92119
57 H 3.44681 5.14710 -1.43370
58 H 0.07194 1.60555 1.71021
59 H -0.27668 0.44905 3.49072
60 H -1.59481 -0.47978 2.72215
61 H -1.67926 2.33296 3.84161
62 H -2.96870 1.12037 3.72877
63 H -2.65479 3.33499 1.94107
64 H -3.64128 1.91797 1.63400
65 H -1.04885 2.68975 0.45246
66 H -1.78122 2.88934 -1.68444
67 H -2.99034 2.04512 -3.68009
68 H -4.30505 -0.08129 -3.53749
69 H -4.44804 -1.30013 -1.36370
70 H -3.20858 -0.48156 0.61835
71 H 2.84481 -0.39288 1.00437
72 H 3.92359 -1.79847 2.68879

Atomic forces in eV per Å
0.27 -0.17 0.05
0.32 -0.17 -0.23
-0.39 -0.02 0.21
0.16 0.04 -0.13
-0.66 -0.46 0.35
0.39 0.62 -0.22
0.65 0.02 0.16
0.06 -0.01 -0.35
1.35 -1.81 -1.62
0.13 -0.12 0.84
-0.42 -0.18 -0.45
-0.01 0.03 0.15
-0.23 -0.28 -0.10
0.13 0.03 0.72
0.25 0.36 -0.09
-0.29 0.05 -0.88
0.25 -0.16 -0.05
-0.41 0.26 -0.13
0.43 0.12 -0.08
0.10 0.05 0.03
-0.67 2.42 2.11
-0.04 -0.25 -0.23
0.01 0.17 0.63
-0.48 0.01 -0.03
-0.06 0.19 -0.34
-0.40 0.11 -0.10
0.07 -0.25 0.10
-0.08 -0.07 0.21
0.03 0.13 0.05
0.10 -0.03 0.25
0.14 0.22 -0.38
-0.23 0.07 0.39
-0.03 -0.17 -0.05
-0.33 0.34 0.06
-0.01 -0.10 0.19
0.03 -0.01 -0.18
0.00 0.20 0.03
-0.13 0.03 -0.06
0.09 -0.06 -0.09
-0.06 0.10 0.06
0.11 0.07 -0.16
0.02 0.15 0.11
0.11 -0.09 -0.06
0.24 -0.02 0.07
0.16 0.25 -0.04
-0.06 0.01 -0.26
-0.40 -0.21 -0.16
0.25 0.33 0.03
-0.05 0.14 0.02
0.22 -0.11 0.13
0.09 -0.14 0.07
-0.11 0.08 0.05
0.16 -0.15 -0.04
-0.29 -0.09 -0.10
0.00 0.14 -0.09
0.00 -0.03 0.30
0.08 -0.05 -0.08
0.17 -0.44 -0.26
-0.39 -0.20 -0.24
-0.02 -0.02 0.10
-0.12 -0.25 -0.15
0.17 0.31 -0.05
0.04 -0.30 0.11
0.38 0.03 0.00
-0.27 -0.49 -0.13
-0.13 -0.38 -0.03
-0.06 -0.20 0.20
0.19 0.12 0.30
0.24 0.31 -0.10
0.02 0.20 -0.36
-0.25 -0.17 0.23
-0.47 -0.06 -0.18

***

Molecular formula: C31H39Cl3Ge2N4Sn
Method: DFT, ωB97M-V/def2-TZVPD

Calculated values
**Calculated total energy**: -7171.2032 Ha
**E_HOMO (alpha / beta)**: -16.17 / -16.14 eV
**Energy relative to the best compared isomer or geometry (same formula, charge and spin)**: 120.6 kJ/mol
**Charge**: +3
**LUMO (alpha / beta)**: -10.6 / -11.8 eV
**Multiplicity**: 2

Element x y z (Å)
1 Sn 1.83926 -0.84285 0.47457
2 C -2.77174 -6.20762 0.57867
3 C -2.09095 -5.07156 -0.16730
4 N -1.74413 -3.87581 0.63296
5 C -1.88132 -3.94615 2.11173
6 C -0.55027 -4.48163 2.71790
7 C -0.86683 -3.00363 0.09230
8 C -0.99931 -2.83123 -1.40199
9 N -0.00961 -2.25957 0.75544
10 H -2.88754 -7.06493 -0.11020
11 H -3.76050 -5.98223 1.01922
12 H -2.14486 -6.62736 1.42779
13 H -2.72273 -4.71451 -0.98380
14 H -1.10825 -5.37169 -0.64818
15 H -2.70798 -4.61006 2.31943
16 H -2.20651 -2.94540 2.54161
17 H -0.00016 -3.63085 3.11093
18 H 0.06698 -4.92249 1.96502
19 H -0.72666 -5.15230 3.53114
20 H -2.05286 -2.63787 -1.72555
21 H -0.54571 -3.65721 -1.96341
22 H -0.44365 -1.98456 -1.74581
23 H -0.26419 -1.99017 1.69744
24 Cl 5.10353 4.34459 -1.38451
25 C 5.45953 2.48126 -1.33284
26 Cl 5.88325 1.89316 -3.01078
27 Cl 6.62394 2.11637 -0.12566
28 C 4.25027 1.81520 -0.98271
29 N 3.33022 1.19771 -0.61570
30 C 3.03492 -2.54387 -0.65983
31 C 3.01390 -2.39514 -2.10319
32 C 3.74850 -1.36601 -2.68992
33 C 3.40627 -1.03380 -4.02429
34 C 2.54711 -1.88847 -4.75275
35 C 1.91132 -2.99499 -4.20748
36 C 2.17102 -3.24020 -2.86820
37 C 2.27320 -1.61069 -6.09595
38 N 1.73164 -1.42212 -7.10000
39 H 3.93532 -2.21421 -0.14318
40 H 2.56659 -3.45808 -0.33039
41 H 4.59763 -0.81670 -2.26462
42 H 3.70337 -0.11207 -4.43757
43 H 1.29288 -3.55329 -4.89683
44 H 1.72923 -4.02142 -2.26357
45 C 0.27996 3.10276 -2.00445
46 Ge -1.25408 2.78482 -0.82634
47 C -2.29851 1.26678 -1.59026
48 C -2.52731 4.30147 -0.57102
49 Ge -0.30003 2.17635 1.30158
50 C -1.85738 1.64820 2.43169
51 C -2.62976 0.55792 1.99214
52 C -3.84385 0.33885 2.49331
53 C -4.42967 1.19210 3.44331
54 C -3.67775 2.29095 3.89261
55 C -2.33324 2.40680 3.52152
56 C 0.52120 3.92642 1.79746
57 C -0.05094 4.94229 2.55466
58 C 0.76531 5.96246 3.01436
59 C 2.03101 6.13586 2.50272
60 C 2.58539 5.21479 1.61833
61 C 1.88036 4.07582 1.35714
62 H 0.29198 2.45542 -2.88335
63 H 1.20826 3.01319 -1.46141
64 H 0.23275 4.11212 -2.42268
65 H -3.09194 1.85674 -2.13360
66 H -2.73076 0.70185 -0.73485
67 H -1.77022 0.69230 -2.30996
68 H -3.46822 3.77654 -0.48924
69 H -2.59750 4.82984 -1.53643
70 H -2.35248 4.89374 0.34640
71 H -2.34483 -0.08407 1.15336
72 H -4.49024 -0.40805 2.10075
73 H -5.50552 1.03923 3.80120
74 H -4.00547 2.93520 4.66363
75 H -1.64320 3.17275 3.89786
76 H -1.15799 4.96100 2.72722
77 H 0.36888 6.60531 3.83510
78 H 2.58081 7.04795 2.71231
79 H 3.48502 5.41171 1.00799
80 H 2.39586 3.29705 0.85702

Atomic forces in eV per Å
-1.09 -0.84 0.16
0.62 -1.10 1.04
0.49 0.00 -1.12
1.01 1.39 1.07
0.56 0.41 0.05
-0.87 1.49 0.26
-2.04 -1.00 -0.47
0.18 -0.35 -0.54
0.88 2.13 -0.12
-0.07 0.56 0.18
0.44 0.14 -0.51
-0.55 0.63 -0.99
-0.11 -0.28 -0.01
-1.27 -0.29 0.58
-0.04 -0.08 -0.01
0.60 -1.00 -0.69
0.24 -0.10 0.25
0.26 -0.57 -0.43
-0.08 -0.51 0.39
0.80 -0.58 0.45
-0.60 -0.14 0.10
0.43 0.77 0.09
-0.18 -0.78 0.43
0.31 -2.07 -0.03
0.52 2.19 -1.60
-0.10 0.46 1.15
0.56 -0.04 0.12
-3.01 -1.80 1.26
1.71 1.17 -1.02
0.18 0.09 -1.30
0.36 -0.14 1.95
0.19 1.46 -3.29
-0.10 -1.38 2.36
0.87 1.04 0.35
0.49 -0.67 1.35
-0.85 0.01 -0.45
-1.22 0.41 -1.35
0.61 0.00 0.20
0.20 -0.25 -0.09
-0.05 -0.11 0.56
-0.74 -0.24 0.40
0.81 0.68 -0.71
-0.12 -0.44 0.48
-0.26 -0.29 -0.54
-0.21 0.60 -0.36
-0.19 -0.59 -2.65
-1.18 1.82 1.18
0.35 -0.68 0.57
-1.54 1.84 2.19
1.40 -0.27 -0.01
1.62 0.13 -1.44
-2.75 0.25 1.29
-0.67 0.82 0.40
0.96 -1.31 0.23
0.27 0.47 -1.23
1.15 -1.65 -0.67
-1.09 -0.24 0.27
-1.11 0.60 1.20
0.80 0.60 -0.38
0.21 0.67 -0.65
-1.51 -0.17 0.68
-0.12 -0.28 0.25
0.34 -0.01 0.06
0.03 0.04 0.23
0.44 -0.94 0.52
0.06 0.19 -1.06
0.54 -0.66 -0.39
-0.40 -0.09 0.35
0.55 0.17 0.55
-0.07 0.01 -0.90
0.37 0.27 0.27
-0.16 -0.82 -0.29
1.80 0.20 -0.58
-0.69 0.57 0.55
-0.67 -0.26 0.26
1.26 -0.10 0.27
0.37 -0.15 -1.13
-0.03 -0.15 0.27
-0.26 -0.07 0.99
0.12 -0.77 -0.79